(1)
Entry from OMol25: the ion C19H30N3O2 with charge +1 (ωB97M-V/def2-TZVPD).

Last column: natural (NBO) charge in e.
Element x y z (Å)
1 O -0.371 -1.086 0.587  -0.654
2 C 0.349 -0.140 0.905  0.702
3 N 0.027 1.156 0.776  -0.631
4 C -1.049 1.869 0.237  0.210
5 C -2.285 1.362 -0.179  0.067
6 C -3.249 2.229 -0.683  -0.200
7 C -3.018 3.585 -0.792  -0.199
8 C -1.797 4.097 -0.381  -0.170
9 C -0.837 3.249 0.125  -0.219
10 H 0.113 3.648 0.447  0.223
11 H -1.597 5.153 -0.454  0.236
12 H -3.782 4.233 -1.189  0.236
13 H -4.201 1.829 -0.997  0.227
14 N -2.638 -0.052 -0.080  -0.446
15 C -3.529 -0.257 1.092  -0.205
16 C -4.166 -1.644 1.168  -0.426
17 H -4.493 -1.773 2.201  0.241
18 H -5.065 -1.682 0.550  0.209
19 C -3.247 -2.801 0.772  -0.422
20 H -2.221 -2.612 1.091  0.218
21 H -3.587 -3.697 1.294  0.232
22 C -3.290 -3.092 -0.727  -0.394
23 H -2.792 -4.043 -0.916  0.228
24 H -4.331 -3.204 -1.037  0.201
25 C -2.613 -2.028 -1.587  -0.424
26 C -3.143 -0.615 -1.361  -0.221
27 H -4.234 -0.606 -1.366  0.215
28 H -2.789 0.031 -2.167  0.234
29 H -2.765 -2.280 -2.637  0.236
30 H -1.537 -2.041 -1.401  0.224
31 H -4.315 0.503 1.073  0.223
32 H -2.915 -0.085 1.980  0.220
33 H -1.728 -0.597 0.143  0.488
34 H 0.813 1.733 1.110  0.449
35 C 1.717 -0.348 1.516  -0.332
36 N 2.432 0.918 1.622  -0.651
37 H 2.945 0.963 2.495  0.385
38 C 3.351 1.185 0.521  -0.237
39 H 2.797 1.108 -0.418  0.199
40 C 4.567 0.251 0.447  0.078
41 C 5.665 0.753 -0.521  -0.433
42 H 5.343 1.649 -1.049  0.214
43 H 6.574 0.988 0.029  0.223
44 C 5.881 -0.420 -1.485  -0.429
45 H 6.930 -0.596 -1.705  0.226
46 C 5.249 -1.588 -0.728  -0.065
47 H 4.857 -2.375 -1.372  0.201
48 H 5.962 -2.022 -0.015  0.167
49 O 4.156 -1.022 -0.032  -0.549
50 H 5.347 -0.252 -2.420  0.209
51 H 4.988 0.133 1.460  0.167
52 H 3.707 2.211 0.642  0.212
53 H 2.254 -1.091 0.914  0.267
54 H 1.560 -0.789 2.504  0.240

charge: +1
energy above the lowest of the compared OMol25 structures with the same formula, charge and spin: 0.0 kcal/mol
spin multiplicity: 1
structure (SMILES): O=C(CNC[C@@H]1CCCO1)Nc1ccccc1[NH+]1CCCCCC1
orbital gap: 0.3644 Eh

=====

(2)
Entry from OMol25: a cluster of 4 separate species, C19H31BF3NO13 in total at a distorted geometry (ωB97M-V/def2-TZVPD).

Last column: natural (NBO) charge in e.
Element x y z (Å)
1 N 1.763 4.663 0.159  -1.061
2 B 1.553 3.377 0.810  1.041
3 O 2.361 2.346 0.453  -0.850
4 C 0.354 3.249 1.838  -0.394
5 C 0.299 3.401 3.155  -0.064
6 C 1.404 3.710 4.103  -0.447
7 C 2.300 2.487 4.363  -0.464
8 C 1.701 1.445 5.247  0.974
9 F 0.517 1.022 4.833  -0.318
10 F 2.510 0.378 5.258  -0.328
11 F 1.579 1.853 6.497  -0.316
12 C -1.105 3.215 3.619  0.763
13 O -1.536 3.058 4.737  -0.493
14 O -1.897 3.209 2.466  -0.498
15 C -1.060 2.894 1.443  0.788
16 O -1.384 2.364 0.416  -0.526
17 H 2.513 5.155 0.640  0.393
18 H 0.941 5.234 0.313  0.372
19 H 2.628 1.777 1.175  0.497
20 H 1.017 4.055 5.049  0.251
21 H 2.040 4.470 3.679  0.232
22 H 3.186 2.836 4.875  0.240
23 H 2.632 2.024 3.449  0.212
24 C -3.242 -0.246 1.163  -0.643
25 C -3.484 -1.044 2.426  -0.073
26 O -3.828 -2.407 2.129  -0.489
27 C -2.800 -3.180 1.806  0.990
28 O -1.644 -2.843 1.776  -0.666
29 O -3.264 -4.393 1.511  -0.491
30 C -2.265 -5.316 1.076  -0.257
31 H -4.102 -0.322 0.495  0.212
32 H -3.074 0.801 1.400  0.227
33 H -2.373 -0.618 0.621  0.223
34 H -4.334 -0.637 2.971  0.193
35 H -2.621 -1.015 3.091  0.194
36 H -1.449 -5.375 1.792  0.194
37 H -1.886 -5.028 0.096  0.189
38 H -2.748 -6.286 1.002  0.199
39 C 0.673 -3.165 -0.244  -0.654
40 C 1.529 -4.392 -0.024  -0.068
41 O 2.071 -4.900 -1.255  -0.496
42 C 3.123 -4.240 -1.727  0.982
43 O 3.668 -3.302 -1.209  -0.650
44 O 3.485 -4.810 -2.877  -0.495
45 C 4.577 -4.163 -3.533  -0.256
46 H -0.103 -3.368 -0.986  0.203
47 H 0.197 -2.861 0.684  0.255
48 H 1.271 -2.334 -0.618  0.219
49 H 0.924 -5.202 0.380  0.183
50 H 2.334 -4.198 0.683  0.194
51 H 5.427 -4.055 -2.863  0.196
52 H 4.267 -3.188 -3.906  0.189
53 H 4.856 -4.796 -4.370  0.194
54 C -2.110 0.581 -2.900  -0.638
55 C -1.661 2.026 -2.885  -0.078
56 O -0.639 2.270 -3.867  -0.491
57 C -1.068 2.395 -5.118  0.981
58 O -2.212 2.355 -5.488  -0.651
59 O -0.006 2.592 -5.901  -0.496
60 C -0.315 2.688 -7.291  -0.256
61 H -1.252 -0.084 -2.785  0.211
62 H -2.811 0.395 -2.086  0.218
63 H -2.599 0.330 -3.841  0.222
64 H -1.211 2.261 -1.927  0.210
65 H -2.497 2.708 -3.037  0.191
66 H -1.080 3.439 -7.472  0.196
67 H -0.641 1.722 -7.672  0.188
68 H 0.602 2.981 -7.794  0.193

spin multiplicity: 1
structure (SMILES): NB(O)C1=C(CCC(F)(F)F)C(=O)OC1=O.CCOC(=O)OC.CCOC(=O)OC.CCOC(=O)OC
orbital gap: 0.3519 Eh

=====

(3)
Entry from OMol25: a cluster of 2 separate species, C19H31BN2O5 in total at a distorted geometry (ωB97M-V/def2-TZVPD).

Last column: natural (NBO) charge in e.
Element x y z (Å)
1 C 4.235 -1.368 2.468  -0.631
2 C 4.422 -0.029 1.486  -0.420
3 C 3.736 -0.375 0.037  -0.444
4 C 3.460 0.920 -0.930  -0.229
5 N 2.838 2.115 -0.242  -0.670
6 C 1.345 1.974 -0.045  0.064
7 C 0.971 3.470 0.603  -0.807
8 B -0.568 3.563 1.178  1.191
9 O -0.954 3.455 2.619  -0.950
10 O -1.709 3.821 0.232  -0.946
11 C 0.363 1.698 -1.330  -0.475
12 C -0.339 0.207 -1.041  -0.089
13 C -1.791 0.388 -1.787  -0.411
14 C -2.854 -0.844 -1.518  -0.479
15 C -3.377 -0.747 0.044  0.038
16 C -4.080 0.682 0.511  -0.309
17 C -4.581 0.853 2.077  -0.253
18 C -4.350 -0.424 3.095  -0.282
19 C -3.656 -1.858 2.612  -0.233
20 C -3.157 -2.022 1.059  -0.233
21 N -0.269 0.169 0.474  -0.677
22 C 0.831 0.973 1.178  0.693
23 O 1.304 0.878 2.433  -0.652
24 H 4.584 -2.314 1.864  0.211
25 H 3.101 -1.494 2.797  0.236
26 H 4.912 -1.178 3.433  0.190
27 H 5.555 0.247 1.356  0.184
28 H 3.907 0.854 2.064  0.210
29 H 4.421 -1.161 -0.542  0.216
30 H 2.718 -0.922 0.247  0.226
31 H 2.847 0.540 -1.861  0.238
32 H 4.512 1.282 -1.358  0.178
33 H 3.342 2.396 0.628  0.374
34 H 1.719 3.611 1.503  0.224
35 H 1.132 4.338 -0.189  0.251
36 H -0.399 2.756 3.082  0.511
37 H -2.440 3.163 0.506  0.500
38 H 0.931 1.485 -2.356  0.244
39 H -0.418 2.542 -1.652  0.247
40 H 0.198 -0.736 -1.493  0.322
41 H -1.576 0.374 -2.961  0.287
42 H -2.313 1.405 -1.525  0.171
43 H -2.415 -1.916 -1.800  0.326
44 H -3.791 -0.618 -2.220  0.208
45 H -4.185 1.568 -0.261  0.224
46 H -5.051 1.872 2.418  0.220
47 H -4.694 -0.282 4.229  0.213
48 H -3.470 -2.760 3.347  0.226
49 H -2.627 -2.980 0.610  0.272
50 H -1.110 0.601 0.955  0.395
51 O 0.225 -5.504 -3.173  -1.002
52 C 0.300 -4.227 -2.774  -0.030
53 C -0.602 -3.317 -3.735  -0.048
54 O -0.517 -2.037 -3.345  -1.026
55 H 1.300 -3.759 -2.774  0.048
56 H -0.041 -4.002 -1.748  0.035
57 H -1.605 -3.779 -3.724  0.054
58 H -0.271 -3.550 -4.763  0.067

charge: -2
spin multiplicity: 1
orbital gap: 0.0815 Eh

=====

(4)
Entry from OMol25: a cluster of 5 separate species, C19H31Cl12F2N4O2 in total (ωB97M-V/def2-TZVPD).

Last column: natural (NBO) charge in e.
Element x y z (Å)
1 C 0.370 1.077 -5.664  -0.722
2 C 0.780 -0.320 -5.309  0.798
3 O 1.794 -0.872 -5.618  -0.591
4 O -0.167 -0.940 -4.563  -0.517
5 C 0.153 -2.276 -4.165  -0.077
6 C 1.106 -2.292 -2.972  -0.432
7 C 0.885 -3.475 -2.029  -0.384
8 C 1.643 -3.277 -0.696  -0.418
9 C 0.654 -3.172 0.461  -0.216
10 N 1.205 -2.538 1.667  -0.163
11 N 0.393 -1.705 2.401  -0.386
12 C 1.128 -1.265 3.430  0.590
13 N 0.693 -0.413 4.346  -0.546
14 C -0.640 0.169 4.362  -0.260
15 C -0.931 1.177 3.225  0.180
16 C -1.688 0.621 2.026  -0.673
17 F 0.294 1.699 2.796  -0.364
18 N 2.353 -1.793 3.381  -0.496
19 C 2.366 -2.579 2.308  0.479
20 C 3.560 -3.359 1.876  -0.465
21 C 4.516 -2.591 0.925  -0.430
22 C 4.311 -1.085 0.899  0.057
23 F 5.082 -0.554 -0.119  -0.354
24 H -0.412 1.044 -6.427  0.247
25 H 1.240 1.609 -6.049  0.245
26 H -0.034 1.592 -4.792  0.237
27 H 0.588 -2.801 -5.020  0.211
28 H -0.809 -2.732 -3.918  0.187
29 H 2.140 -2.298 -3.327  0.231
30 H 0.969 -1.348 -2.426  0.202
31 H 1.205 -4.408 -2.501  0.223
32 H -0.192 -3.592 -1.845  0.195
33 H 2.228 -2.352 -0.743  0.218
34 H 2.336 -4.104 -0.532  0.219
35 H -0.179 -2.531 0.155  0.216
36 H 0.243 -4.150 0.729  0.227
37 H -0.552 -1.504 2.116  0.449
38 H 1.384 -0.103 5.012  0.438
39 H -0.730 0.663 5.329  0.243
40 H -1.381 -0.638 4.332  0.205
41 H -1.489 2.014 3.645  0.201
42 H -2.411 1.339 1.637  0.261
43 H -2.235 -0.293 2.285  0.205
44 H -0.981 0.391 1.222  0.220
45 H 4.086 -3.622 2.795  0.264
46 H 3.233 -4.292 1.413  0.240
47 H 5.543 -2.783 1.241  0.238
48 H 4.416 -2.967 -0.097  0.225
49 H 3.270 -0.809 0.691  0.145
50 H 4.617 -0.614 1.839  0.182
51 C -5.808 1.391 2.926  -0.284
52 Cl -6.354 1.146 1.276  0.041
53 Cl -4.892 -0.023 3.486  -0.016
54 Cl -4.856 2.872 3.049  0.020
55 H -6.669 1.489 3.574  0.236
56 C 2.808 3.893 -3.641  -0.286
57 Cl 3.105 2.230 -3.117  0.009
58 Cl 2.710 3.983 -5.395  0.031
59 Cl 1.348 4.533 -2.889  0.019
60 H 3.646 4.496 -3.318  0.233
61 C -5.632 2.719 -2.325  -0.286
62 Cl -3.905 2.464 -2.058  0.008
63 Cl -6.509 1.189 -2.228  0.019
64 Cl -6.277 3.903 -1.193  0.031
65 H -5.761 3.109 -3.326  0.233
66 C -2.425 6.054 3.011  -0.285
67 Cl -3.420 6.106 4.462  0.031
68 Cl -1.515 4.536 2.936  -0.009
69 Cl -3.401 6.254 1.561  0.036
70 H -1.709 6.864 3.058  0.235

charge: +1
spin multiplicity: 1
orbital gap: 0.3608 Eh